The following is a DFT calculation (wB97M-V/def2-TZVPD) of 13 unconnected molecules or ions with the total composition C40H113N7O13 at a distorted geometry.

Each line ends with the Löwdin charge.
Positions of all 173 atoms, in Å:
C (-2.729, -3.078, -0.269)  -0.09
C (-3.367, -3.584, -1.539)  -0.32
O (-3.286, -5.003, -1.580)  -0.08
H (-1.809, -3.574, 0.014)  0.06
H (-3.459, -3.087, 0.545)  0.08
H (-2.546, -2.004, -0.401)  0.05
H (-2.950, -3.192, -2.464)  0.10
H (-4.419, -3.283, -1.563)  0.10
H (-3.860, -5.388, -0.915)  0.08
C (2.606, 1.179, 3.045)  -0.08
C (3.514, 2.346, 3.386)  -0.30
O (3.278, 3.422, 2.473)  -0.10
H (1.584, 1.525, 2.851)  0.05
H (2.560, 0.448, 3.852)  0.08
H (2.937, 0.653, 2.147)  0.06
H (4.558, 2.024, 3.259)  0.11
H (3.381, 2.627, 4.438)  0.11
H (3.832, 4.170, 2.713)  0.09
C (-2.441, -4.830, 4.565)  -0.08
C (-2.309, -3.648, 3.627)  -0.33
O (-3.567, -2.978, 3.457)  -0.13
H (-2.573, -4.510, 5.597)  0.07
H (-1.504, -5.396, 4.502)  0.06
H (-3.260, -5.482, 4.268)  0.07
H (-1.943, -3.984, 2.641)  0.09
H (-1.582, -2.910, 3.997)  0.09
H (-3.326, -2.031, 3.241)  0.03
C (0.867, -4.662, 2.215)  -0.08
C (1.260, -3.804, 3.403)  -0.30
O (1.351, -4.626, 4.593)  -0.10
H (0.046, -5.315, 2.514)  0.07
H (1.706, -5.306, 1.943)  0.08
H (0.547, -4.046, 1.374)  0.05
H (0.584, -2.986, 3.617)  0.08
H (2.281, -3.413, 3.313)  0.10
H (1.914, -5.377, 4.381)  0.07
C (4.017, 0.895, -1.340)  -0.09
C (5.085, 1.349, -0.364)  -0.29
O (6.237, 1.801, -1.132)  -0.09
H (4.383, 0.087, -1.971)  0.08
H (3.742, 1.758, -1.943)  0.07
H (3.153, 0.589, -0.746)  0.06
H (5.455, 0.590, 0.342)  0.09
H (4.664, 2.185, 0.215)  0.10
H (6.870, 2.221, -0.544)  0.07
C (0.119, -1.081, 1.002)  -0.07
C (-0.002, 0.352, 0.575)  -0.31
O (-0.699, 1.113, 1.578)  -0.15
H (0.363, -1.710, 0.145)  0.05
H (-0.840, -1.367, 1.442)  0.06
H (0.872, -1.234, 1.780)  0.07
H (-0.577, 0.474, -0.352)  0.09
H (0.978, 0.821, 0.409)  0.10
H (-0.443, 2.055, 1.422)  0.03
C (1.184, -4.918, -1.980)  -0.07
C (0.883, -3.716, -2.855)  -0.44
C (0.360, -4.126, -4.201)  -0.19
O (0.184, -2.980, -5.011)  -0.22
C (-0.220, -3.231, -6.304)  -0.13
N (0.029, -2.776, -2.113)  0.09
H (1.205, -4.640, -0.932)  0.05
H (2.072, -5.473, -2.277)  0.08
H (0.340, -5.622, -2.061)  0.09
H (1.839, -3.194, -2.985)  0.12
H (-0.534, -4.765, -4.135)  0.14
H (1.145, -4.742, -4.685)  0.13
H (0.347, -4.074, -6.731)  0.09
H (0.057, -2.387, -6.941)  0.09
H (-1.292, -3.413, -6.417)  0.09
H (-0.157, -1.995, -2.761)  0.03
H (-0.914, -3.176, -2.050)  0.05
C (6.824, -3.054, 2.807)  -0.08
C (6.685, -2.891, 1.295)  -0.41
C (5.242, -2.936, 0.900)  -0.26
O (5.133, -2.799, -0.473)  -0.17
C (3.795, -2.643, -0.867)  -0.10
N (7.305, -1.555, 0.908)  0.05
H (7.853, -2.977, 3.152)  0.07
H (6.467, -4.040, 3.146)  0.08
H (6.229, -2.307, 3.339)  0.07
H (7.232, -3.720, 0.827)  0.14
H (4.669, -2.136, 1.398)  0.13
H (4.773, -3.876, 1.229)  0.13
H (3.365, -1.751, -0.370)  0.08
H (3.132, -3.488, -0.654)  0.08
H (3.763, -2.368, -1.922)  0.09
H (6.779, -1.197, 0.105)  0.05
H (8.231, -1.766, 0.541)  0.07
C (-3.870, -0.012, 5.209)  -0.05
C (-2.785, 0.444, 4.253)  -0.42
C (-1.405, 0.198, 4.817)  -0.22
O (-1.168, 1.127, 5.853)  -0.18
C (0.112, 0.960, 6.436)  -0.10
N (-2.911, -0.214, 2.947)  0.05
H (-3.858, -1.101, 5.304)  0.07
H (-4.846, 0.267, 4.802)  0.08
H (-3.736, 0.397, 6.207)  0.08
H (-2.888, 1.525, 4.080)  0.13
H (-0.647, 0.236, 4.009)  0.11
H (-1.324, -0.849, 5.180)  0.13
H (0.169, 1.536, 7.356)  0.09
H (0.887, 1.270, 5.725)  0.07
H (0.244, -0.093, 6.726)  0.09
H (-2.198, 0.128, 2.297)  0.04
H (-3.846, -0.049, 2.588)  0.09
C (-2.345, 5.135, -3.061)  -0.07
C (-1.282, 4.277, -2.422)  -0.42
C (0.004, 5.059, -2.150)  -0.20
O (0.998, 4.144, -1.691)  -0.22
C (2.210, 4.771, -1.377)  -0.13
N (-1.808, 3.783, -1.143)  0.06
H (-2.465, 6.132, -2.629)  0.08
H (-3.300, 4.610, -3.084)  0.08
H (-2.161, 5.331, -4.130)  0.08
H (-0.963, 3.455, -3.064)  0.12
H (-0.209, 5.834, -1.397)  0.12
H (0.371, 5.528, -3.080)  0.14
H (2.067, 5.806, -1.013)  0.09
H (2.882, 4.889, -2.245)  0.09
H (2.772, 4.264, -0.590)  0.08
H (-1.068, 3.194, -0.757)  0.05
H (-1.966, 4.492, -0.434)  0.07
C (-0.246, 3.935, 3.722)  -0.03
C (-0.263, 4.675, 2.364)  -0.37
C (0.450, 6.006, 2.399)  -0.25
O (-0.271, 6.878, 3.198)  -0.16
C (0.290, 8.169, 3.166)  -0.11
N (0.301, 3.753, 1.313)  0.06
H (-0.509, 4.708, 4.470)  0.09
H (0.738, 3.591, 4.030)  0.07
H (-1.069, 3.233, 3.797)  0.07
H (-1.333, 4.775, 2.146)  0.14
H (0.579, 6.404, 1.377)  0.12
H (1.491, 5.848, 2.735)  0.13
H (0.323, 8.588, 2.155)  0.09
H (1.305, 8.184, 3.596)  0.09
H (-0.285, 8.826, 3.822)  0.09
H (0.433, 4.308, 0.464)  0.04
H (1.235, 3.511, 1.659)  0.06
C (-6.689, -0.762, -4.542)  -0.07
C (-6.675, -1.202, -3.099)  -0.44
C (-5.718, -0.428, -2.211)  -0.22
O (-4.403, -0.650, -2.677)  -0.19
C (-3.464, 0.058, -1.910)  -0.13
N (-8.057, -1.138, -2.501)  0.03
H (-5.707, -0.882, -5.005)  0.08
H (-6.982, 0.284, -4.669)  0.08
H (-7.367, -1.392, -5.125)  0.08
H (-6.355, -2.264, -3.076)  0.13
H (-5.780, -0.753, -1.164)  0.13
H (-6.043, 0.622, -2.313)  0.13
H (-2.461, -0.251, -2.205)  0.06
H (-3.588, -0.149, -0.836)  0.08
H (-3.561, 1.143, -2.045)  0.09
H (-8.674, -1.632, -3.153)  0.06
H (-8.097, -1.718, -1.664)  0.06
C (0.985, 0.781, -2.840)  -0.06
C (-0.169, 0.918, -3.789)  -0.39
C (0.329, 1.438, -5.119)  -0.22
O (-0.776, 1.716, -5.932)  -0.18
C (-0.439, 2.062, -7.219)  -0.13
N (-0.777, -0.446, -3.969)  0.05
H (0.639, 0.356, -1.890)  0.05
H (1.486, 1.723, -2.618)  0.06
H (1.756, 0.061, -3.140)  0.09
H (-0.992, 1.526, -3.407)  0.12
H (0.992, 0.696, -5.598)  0.14
H (0.959, 2.342, -5.015)  0.13
H (-1.242, 2.644, -7.660)  0.09
H (-0.304, 1.176, -7.858)  0.09
H (0.503, 2.621, -7.235)  0.09
H (-1.387, -0.378, -4.792)  0.09
H (-0.033, -1.055, -4.337)  0.05

## Properties
frontier orbital gap	9.1985	eV
2S+1	1
energy relative to the best compared isomer or geometry (same formula, charge and spin)	0.00	kcal/mol
DFT total energy	-2953.04874	hartree
strongest force on any atom	0.0405	Eh/bohr

---

The following is a DFT calculation (wB97M-V/def2-TZVPD) of a molecular structure, C44H59N4O4P2PbS3 at a distorted geometry.

Each line ends with the Löwdin charge.
Positions of all 117 atoms, in Å:
Pb (12.703, 13.600, 10.046)  1.20
C (18.200, 14.346, 12.419)  -0.07
C (16.902, 15.024, 11.967)  -0.38
C (15.743, 14.361, 12.725)  -0.10
C (16.860, 15.191, 10.446)  -0.14
C (17.684, 16.203, 9.911)  -0.06
C (17.769, 16.405, 8.539)  -0.10
C (17.056, 15.568, 7.668)  -0.04
C (16.196, 14.577, 8.146)  -0.14
C (15.400, 13.792, 7.117)  -0.37
C (16.291, 12.967, 6.184)  -0.06
C (14.437, 14.654, 6.257)  -0.06
C (16.124, 14.364, 9.556)  -0.21
N (15.345, 13.339, 10.096)  0.02
C (15.660, 12.081, 9.896)  -0.21
C (14.716, 10.966, 9.994)  -0.21
N (13.412, 11.073, 9.992)  0.00
C (12.560, 10.033, 9.631)  -0.19
C (12.543, 9.478, 8.317)  -0.14
C (11.643, 8.444, 8.054)  -0.05
C (10.740, 7.989, 9.014)  -0.09
C (10.715, 8.542, 10.299)  -0.07
C (11.625, 9.559, 10.631)  -0.14
C (11.614, 10.111, 12.037)  -0.42
C (12.697, 9.484, 12.922)  -0.05
C (10.243, 10.065, 12.731)  -0.09
C (13.470, 9.881, 7.188)  -0.36
C (14.370, 8.743, 6.659)  -0.06
C (12.715, 10.443, 5.946)  -0.06
C (15.497, 9.736, 10.067)  -0.09
C (15.182, 8.400, 10.249)  -0.01
C (16.234, 7.446, 10.265)  -0.06
C (17.564, 7.815, 10.111)  -0.02
C (17.923, 9.190, 9.930)  -0.16
C (19.194, 9.757, 9.751)  -0.03
C (19.341, 11.127, 9.600)  -0.07
C (18.263, 12.028, 9.627)  -0.01
C (16.992, 11.500, 9.767)  -0.08
C (16.849, 10.109, 9.937)  -0.08
H (18.276, 14.377, 13.523)  0.08
H (19.093, 14.814, 11.961)  0.08
H (18.179, 13.273, 12.130)  0.08
H (16.987, 16.069, 12.315)  0.12
H (15.704, 13.251, 12.591)  0.09
H (14.747, 14.795, 12.500)  0.02
H (15.952, 14.501, 13.816)  0.09
H (18.254, 16.818, 10.609)  0.11
H (18.361, 17.207, 8.120)  0.10
H (17.139, 15.688, 6.591)  0.11
H (14.767, 13.077, 7.680)  0.10
H (16.804, 13.607, 5.432)  0.09
H (15.659, 12.256, 5.624)  0.07
H (17.041, 12.379, 6.732)  0.08
H (14.985, 15.279, 5.518)  0.08
H (13.833, 15.320, 6.903)  0.06
H (13.733, 13.985, 5.711)  0.08
H (11.651, 7.980, 7.071)  0.11
H (10.063, 7.174, 8.769)  0.10
H (10.025, 8.186, 11.070)  0.10
H (11.855, 11.203, 11.984)  0.04
H (12.467, 8.412, 13.126)  0.09
H (12.718, 10.024, 13.882)  0.08
H (13.701, 9.579, 12.464)  0.07
H (9.958, 9.022, 13.049)  0.09
H (9.450, 10.444, 12.047)  0.03
H (10.306, 10.712, 13.645)  0.09
H (14.119, 10.693, 7.563)  0.11
H (13.757, 8.016, 6.100)  0.08
H (14.905, 8.234, 7.467)  0.07
H (15.115, 9.176, 5.955)  0.09
H (12.152, 9.633, 5.444)  0.08
H (13.479, 10.801, 5.222)  0.08
H (12.058, 11.298, 6.186)  0.05
H (14.158, 8.069, 10.406)  0.11
H (15.993, 6.386, 10.378)  0.10
H (18.370, 7.088, 10.173)  0.11
H (20.059, 9.108, 9.700)  0.11
H (20.336, 11.553, 9.472)  0.10
H (18.445, 13.099, 9.560)  0.11
C (7.743, 15.425, 14.600)  -0.08
C (8.203, 15.084, 13.198)  -0.30
O (9.505, 14.448, 13.299)  -0.36
P (10.732, 14.930, 12.410)  -0.18
S (12.176, 13.627, 12.819)  0.31
S (10.154, 15.167, 10.533)  0.25
O (11.220, 16.333, 12.996)  -0.38
C (11.663, 16.404, 14.404)  -0.29
C (11.531, 17.840, 14.870)  -0.08
H (6.721, 15.829, 14.502)  0.08
H (8.392, 16.211, 15.062)  0.08
H (7.730, 14.518, 15.243)  0.09
H (8.237, 15.978, 12.550)  0.10
H (7.521, 14.340, 12.744)  0.12
H (12.710, 16.047, 14.438)  0.10
H (11.037, 15.722, 15.001)  0.11
H (12.200, 18.528, 14.303)  0.08
H (11.825, 17.864, 15.936)  0.09
H (10.479, 18.189, 14.784)  0.08
O (11.256, 13.267, 7.014)  0.00
N (10.923, 12.922, 8.155)  -0.18
C (11.826, 18.130, 9.408)  -0.20
P (13.485, 17.483, 9.772)  0.60
C (14.567, 18.330, 8.587)  -0.17
C (13.981, 18.039, 11.443)  -0.15
O (13.551, 15.957, 9.589)  -0.55
H (11.853, 19.243, 9.410)  0.06
H (11.110, 17.747, 10.176)  0.01
H (11.527, 17.736, 8.422)  0.06
H (14.286, 19.415, 8.555)  0.07
H (14.421, 17.879, 7.600)  0.05
H (15.619, 18.259, 8.876)  0.04
H (14.028, 19.159, 11.444)  0.07
H (14.961, 17.615, 11.699)  0.05
H (13.219, 17.686, 12.170)  0.04
S (8.001, 10.721, 9.738)  0.81
C (9.060, 11.540, 8.902)  -0.66
N (9.894, 12.106, 8.251)  0.07

## Properties
frontier orbital gap (spin up / spin down)	3.9213 / 5.6446	eV
2S+1	2
energy relative to the best compared isomer or geometry (same formula, charge and spin)	0.00	kcal/mol
DFT total energy	-4302.22382	hartree
<S²>	0.763
strongest force on any atom	0.0586	Eh/bohr

---

The following is a DFT calculation (wB97M-V/def2-TZVPD) of 2 unconnected molecules or ions with the total composition C6H15B at a distorted geometry.

Each line ends with the natural charge from an NBO analysis.
Positions of all 22 atoms, in Å:
B (2.122, -1.354, 0.446)  0.39
C (-2.065, 0.639, 0.132)  -0.61
C (-0.838, -1.637, 0.150)  -0.57
C (0.408, 0.678, -1.618)  -0.69
C (1.122, 1.509, 0.673)  -0.66
C (-0.760, -0.172, 0.511)  -0.31
C (0.448, 0.411, -0.138)  0.05
H (2.763, -2.133, -0.219)  -0.13
H (2.088, -1.463, 1.543)  -0.17
H (-2.266, 0.787, -0.872)  0.21
H (-2.862, -0.120, 0.457)  0.21
H (-2.040, 1.571, 0.655)  0.21
H (-0.001, -2.193, 0.522)  0.20
H (-1.788, -2.015, 0.610)  0.20
H (-0.814, -1.803, -0.957)  0.20
H (0.026, 1.736, -1.710)  0.20
H (-0.114, -0.134, -2.175)  0.22
H (1.358, 0.563, -2.092)  0.23
H (2.128, 1.687, 0.136)  0.21
H (1.328, 1.291, 1.722)  0.21
H (0.460, 2.282, 0.616)  0.19
H (-0.704, -0.128, 1.605)  0.20

## Properties
frontier orbital gap	7.6618	eV
2S+1	1
energy relative to the best compared isomer or geometry (same formula, charge and spin)	106.02	kcal/mol
DFT total energy	-262.27310	hartree
strongest force on any atom	0.0891	Eh/bohr

---

The following is a DFT calculation (wB97M-V/def2-TZVPD) of a molecular structure, C2H9N3 at a distorted geometry.

Each line ends with the natural charge from an NBO analysis.
Positions of all 14 atoms, in Å:
C (-1.891, 0.031, 0.278)  -0.64
C (-0.560, 0.375, -0.423)  -0.25
N (0.687, -1.366, 0.175)  -0.61
N (2.041, 0.730, -0.156)  -0.79
N (0.475, -0.089, 0.451)  -0.10
H (-2.490, 0.946, 0.302)  0.22
H (-2.292, -0.921, -0.154)  0.22
H (-1.445, -0.183, 1.289)  0.23
H (-0.529, -0.172, -1.391)  0.17
H (-0.516, 1.496, -0.666)  0.21
H (1.438, -1.777, 0.548)  0.35
H (0.818, -1.421, -0.784)  0.32
H (1.676, 1.737, -0.121)  0.33
H (2.589, 0.614, 0.651)  0.33

## Properties
frontier orbital gap	9.8139	eV
2S+1	1
energy relative to the best compared isomer or geometry (same formula, charge and spin)	92.36	kcal/mol
DFT total energy	-245.72449	hartree
strongest force on any atom	0.0959	Eh/bohr